1.
{"formula": "C4H15N2O2", "method": "wB97M-V/def2-TZVPD", "symbols": ["C", "C", "C", "C", "N", "N", "H", "H", "H", "H", "H", "H", "H", "H", "H", "H", "H", "H", "H", "O", "H", "H", "O"], "xyz": [[0.543, -0.020, -1.392], [-0.938, -0.486, -1.032], [-1.103, -1.696, -0.096], [-0.392, -2.830, -0.489], [-1.592, -1.262, 1.168], [1.204, 0.543, -0.064], [1.218, -0.838, -1.641], [0.849, 0.718, -2.090], [-1.582, 0.413, -0.860], [-1.479, -0.672, -1.956], [-0.364, -3.747, 0.085], [0.251, -2.877, -1.311], [-1.528, -2.031, 1.779], [-2.514, -1.079, 1.201], [1.332, 1.524, -0.369], [0.700, 0.404, 0.897], [2.137, 0.077, 0.144], [1.902, 3.098, 0.155], [0.850, 3.637, -0.907], [1.528, 3.100, -0.735], [-0.652, 0.645, 2.285], [-0.399, 2.015, 2.908], [0.029, 1.363, 2.321]], "mulliken_charge": [-0.693, -0.921, 0.615, -1.051, -0.417, -0.176, 0.292, 0.510, 0.374, 0.498, 0.297, 0.278, 0.245, 0.231, 0.368, 0.225, 0.400, 0.337, 0.294, -0.665, 0.329, 0.334, -0.703], "lumo_energy_ev": -2.9, "multiplicity": 1, "total_charge": 1, "orbital_gap_ev": 9.68}


2.
{"formula": "C4H15N2O2", "method": "wB97M-V/def2-TZVPD", "symbols": ["N", "C", "C", "N", "C", "C", "O", "H", "H", "H", "H", "H", "H", "H", "H", "H", "H", "H", "H", "H", "H", "H", "O"], "xyz": [[-1.423, -0.519, 0.231], [-0.457, -0.681, 1.278], [0.702, -1.601, 0.801], [1.446, -0.971, -0.333], [2.483, 0.028, -0.064], [2.226, 1.470, -0.248], [0.557, 1.592, -0.317], [-2.289, -0.020, 0.688], [-0.011, 0.371, 1.409], [-1.182, 0.386, -0.248], [-0.781, -1.008, 2.334], [1.493, 0.892, 2.328], [0.208, -2.543, 0.394], [1.333, -1.852, 1.772], [0.840, -0.575, -0.984], [3.356, -0.190, -0.817], [2.958, -0.165, 0.935], [3.016, 2.035, 0.290], [2.328, 1.825, -1.244], [1.311, 1.509, 0.573], [-5.336, -0.421, -1.735], [-4.611, 0.831, -2.039], [-4.622, 0.164, -1.376]], "mulliken_charge": [-0.524, -0.067, -0.476, -0.120, -0.736, -0.326, -0.523, 0.339, -0.082, 0.274, 0.333, 0.412, 0.347, 0.351, 0.283, 0.309, 0.452, 0.312, 0.448, -0.021, 0.327, 0.313, -0.625], "lumo_energy_ev": -9.1, "multiplicity": 1, "total_charge": 1, "orbital_gap_ev": 4.41}


Most stable pick: 1. Distance to second place: 240.6 kcal/mol.


1.
{"formula": "C4H12N3", "method": "wB97M-V/def2-TZVPD", "symbols": ["C", "C", "C", "C", "N", "N", "N", "H", "H", "H", "H", "H", "H", "H", "H", "H", "H", "H", "H"], "xyz": [[-1.950, -1.834, 0.455], [1.771, -0.167, -0.794], [-1.287, -0.608, -0.336], [0.927, -0.187, 0.482], [-0.524, 2.188, 0.088], [0.513, 2.737, 0.356], [-0.406, 0.256, 0.376], [-2.720, -2.166, -0.291], [-1.217, -2.593, 0.636], [-2.428, -1.505, 1.431], [2.304, 0.724, -0.815], [2.565, -0.958, -0.752], [1.036, -0.159, -1.639], [-2.126, -0.070, -0.685], [-0.746, -1.091, -1.182], [1.388, 0.472, 1.279], [0.931, -1.169, 0.906], [1.456, 2.414, 0.183], [0.512, 3.717, 0.303]], "lowdin_spin": [0.059, 0.054, 0.100, 0.088, 0.509, 0.153, 0.923, 0.002, 0.002, 0.000, 0.002, 0.004, 0.000, 0.004, 0.032, 0.010, 0.018, 0.029, 0.011], "lumo_energy_ev": [-4.9, -6.6], "multiplicity": 3, "total_charge": 1, "s_squared": 2.029, "orbital_gap_ev": [8.21, 8.45]}


2.
{"formula": "C4H12N3", "method": "wB97M-V/def2-TZVPD", "symbols": ["C", "C", "C", "C", "N", "N", "N", "H", "H", "H", "H", "H", "H", "H", "H", "H", "H", "H", "H"], "xyz": [[0.363, -0.618, -1.295], [1.052, 0.621, -0.789], [-0.964, 0.028, 0.559], [1.147, 0.813, 1.671], [-1.055, -0.443, -0.946], [-1.952, -1.450, -1.238], [0.235, 0.933, 0.482], [0.361, -0.762, -2.330], [0.888, -1.525, -0.643], [2.154, 0.527, -0.749], [0.939, 1.576, -1.400], [-1.879, 0.633, 0.770], [-0.890, -0.744, 1.281], [1.285, -0.299, 1.712], [2.068, 1.418, 1.503], [0.673, 0.990, 2.692], [-2.863, -1.271, -0.908], [-1.495, -2.330, -0.849], [-0.068, 1.900, 0.478]], "lowdin_spin": [0.071, 0.121, 0.246, 0.066, 0.581, 0.306, 0.123, 0.012, 0.050, 0.020, 0.038, 0.073, 0.056, 0.005, 0.018, 0.024, 0.020, 0.054, 0.117], "lumo_energy_ev": [-3.1, -7.6], "multiplicity": 3, "total_charge": 1, "s_squared": 2.006, "orbital_gap_ev": [3.97, 8.72]}


Most stable pick: 1. Distance to second place: 39.5 kcal/mol.


1.
{"formula": "C3H8N2S", "method": "wB97M-V/def2-TZVPD", "symbols": ["H", "N", "C", "C", "N", "S", "C", "H", "H", "H", "H", "H", "H", "H"], "xyz": [[-2.721, -0.903, 0.195], [-2.002, -0.408, 0.829], [-1.162, 0.251, 0.142], [-0.920, -0.214, -1.345], [-0.272, 1.110, 0.701], [1.238, 1.535, 0.260], [2.160, -0.089, 0.540], [-1.949, -0.554, -1.690], [-0.242, -1.060, -1.362], [-0.408, 0.552, -2.113], [-0.577, 0.939, 1.609], [1.653, -0.858, -0.034], [1.968, -0.287, 1.597], [3.235, -0.012, 0.670]], "mulliken_charge": [0.236, -0.728, 0.655, -1.106, -0.278, -0.033, -0.747, 0.328, 0.284, 0.266, 0.334, 0.156, 0.269, 0.365], "lumo_energy_ev": 0.8, "multiplicity": 1, "total_charge": 0, "smiles": "[H]/N=C(\\C)NSC", "orbital_gap_ev": 10.02}


2.
{"formula": "C3H8N2S", "method": "wB97M-V/def2-TZVPD", "symbols": ["C", "C", "C", "N", "N", "S", "H", "H", "H", "H", "H", "H", "H", "H"], "xyz": [[0.688, 1.514, -0.034], [-0.372, 0.497, -0.065], [0.217, -0.875, 0.394], [1.490, -1.118, -0.372], [-1.579, 0.790, -0.164], [-2.820, -0.455, -0.138], [1.311, 1.372, 0.862], [0.316, 2.555, -0.185], [1.379, 1.158, -0.800], [0.437, -0.862, 1.456], [-0.513, -1.698, 0.265], [2.019, -1.929, 0.008], [1.350, -1.215, -1.370], [-3.924, 0.266, 0.143]], "mulliken_charge": [-1.041, 0.865, -0.622, -0.552, -0.633, -0.206, 0.295, 0.319, 0.334, 0.306, 0.381, 0.215, 0.183, 0.156], "lumo_energy_ev": 0.9, "multiplicity": 1, "total_charge": 0, "smiles": "C/C(CN)=N/S", "orbital_gap_ev": 9.59}


Most stable pick: 2. Distance to second place: 9.1 kcal/mol.


1.
{"formula": "C3H8N2S", "method": "wB97M-V/def2-TZVPD", "symbols": ["C", "S", "C", "C", "N", "N", "H", "H", "H", "H", "H", "H", "H", "H"], "xyz": [[1.969, -1.537, 1.132], [0.999, -0.067, 0.704], [-0.136, -0.730, -0.588], [-0.549, 0.506, -1.373], [-1.477, 1.345, -1.091], [-2.156, 1.039, 0.019], [2.759, -1.250, 1.858], [1.393, -2.377, 1.568], [2.461, -1.876, 0.184], [-0.938, -1.232, -0.112], [0.448, -1.461, -1.088], [0.019, 0.567, -2.279], [-2.755, 1.812, 0.258], [-1.645, 0.760, 0.814]], "mulliken_charge": [-0.788, -0.043, -0.706, -0.004, -0.439, -0.388, 0.302, 0.272, 0.248, 0.350, 0.398, 0.331, 0.266, 0.200], "lumo_energy_ev": 0.9, "multiplicity": 1, "total_charge": 0, "smiles": "CSC/C=N\\N", "orbital_gap_ev": 9.46}


2.
{"formula": "C3H8N2S", "method": "wB97M-V/def2-TZVPD", "symbols": ["C", "N", "N", "C", "C", "S", "H", "H", "H", "H", "H", "H", "H", "H"], "xyz": [[-1.664, -0.230, 1.618], [-0.531, 0.634, 1.679], [0.370, 0.602, 0.664], [0.379, -0.014, -0.377], [1.443, 0.091, -1.374], [1.359, 1.001, -3.010], [-2.237, -0.331, 2.590], [-2.404, -0.095, 0.862], [-1.306, -1.189, 1.426], [0.033, 0.552, 2.632], [-0.472, -0.870, -0.477], [2.335, 0.631, -0.882], [1.935, -0.873, -1.533], [0.759, 0.091, -3.818]], "mulliken_charge": [-0.983, -0.250, -0.265, 0.169, -0.744, -0.196, 0.293, 0.373, 0.398, 0.291, 0.190, 0.266, 0.340, 0.117], "lumo_energy_ev": 1.0, "multiplicity": 1, "total_charge": 0, "smiles": "CN/N=C/CS", "orbital_gap_ev": 9.59}


Most stable pick: 1. Distance to second place: 27.8 kcal/mol.


1.
{"formula": "C3H4F2O", "method": "wB97M-V/def2-TZVPD", "symbols": ["C", "C", "C", "O", "F", "F", "H", "H", "H", "H"], "xyz": [[-0.458, -0.704, 0.365], [0.850, -1.026, -0.298], [-0.777, 0.454, -0.511], [-0.188, 1.653, -0.404], [0.789, -1.867, -1.288], [-1.466, 0.436, -1.707], [-1.290, -1.492, 0.259], [-0.333, -0.385, 1.407], [1.775, -0.453, -0.135], [-0.280, 1.980, -1.245]], "mulliken_charge": [-0.199, -0.308, 0.313, -0.436, -0.242, -0.279, 0.247, 0.232, 0.385, 0.287], "lumo_energy_ev": [0.8, 0.8], "multiplicity": 1, "total_charge": 0, "orbital_gap_ev": [8.16, 7.72]}


2.
{"formula": "C3H4F2O", "method": "wB97M-V/def2-TZVPD", "symbols": ["C", "C", "C", "O", "F", "F", "H", "H", "H", "H"], "xyz": [[-0.553, -0.740, 0.217], [0.385, -0.507, -0.893], [-0.264, 0.725, 0.460], [0.671, 1.119, 1.379], [-0.195, -0.527, -2.067], [-1.110, 1.740, 0.055], [-1.471, -1.299, -0.203], [-0.238, -1.428, 1.036], [1.424, -0.733, -0.937], [1.350, 1.650, 0.952]], "mulliken_charge": [-0.398, -0.124, 0.270, -0.494, -0.267, -0.272, 0.283, 0.238, 0.407, 0.356], "lumo_energy_ev": 0.8, "multiplicity": 1, "total_charge": 0, "orbital_gap_ev": 9.01}


Most stable pick: 2. Distance to second place: 19.5 kcal/mol.